No. 1
DFT (ωB97M-V with the def2-TZVPD basis set) results for a 2-piece molecular cluster, C2H4N2O2 overall in a non-equilibrium geometry.

Last column: Löwdin charge in e.
Element x y z (Å)
1 H -1.31467 -2.55218 -1.63805  0.01
2 N -0.70324 -1.98241 -1.19932  0.10
3 N -0.96442 -0.80680 -1.29219  -0.12
4 O -2.02527 -0.40227 -2.16007  -0.08
5 H -2.00379 0.58769 -2.00906  0.11
6 C 2.21925 2.26120 0.28573  0.00
7 C 1.98818 1.05729 0.67873  -0.30
8 O 1.93584 -0.02902 1.07496  0.17
9 H 1.89846 2.88948 -0.51300  0.05
10 H 2.82050 2.71528 1.05028  0.06

The structure (SMILES) is [H]/N=N\O.C=C=O. The frontier orbital gap is 10.069 eV. Its LUMO energy is 0.787 eV.

No. 2
DFT (ωB97M-V with the def2-TZVPD basis set) results for an isolated ion of composition C2H3N2S2 and charge +1.

Last column: Löwdin charge in e.
Element x y z (Å)
1 S -2.17528 -0.91259 -0.32228  0.88
2 C -0.81120 -1.39320 0.52350  -0.56
3 N 0.36070 -0.90258 0.26613  0.06
4 C 0.93954 0.11147 -0.25306  -0.20
5 N 0.50176 1.38778 -0.25603  -0.39
6 S -1.01025 1.90413 0.18144  0.83
7 H -0.85364 -2.21631 1.23061  0.10
8 H 1.90934 -0.05184 -0.70576  0.16
9 H 1.13903 2.07315 -0.66455  0.12

The structure (SMILES) is S=C/N=C\[NH+]=S. As for the net charge: +1. The frontier orbital gap (spin up / spin down) is 6.724 / 6.896 eV. Its LUMO energy (spin up / spin down) is -7.612 / -7.354 eV.

Number 1: calculated total energy -9210.11236 eV. Number 2: calculated total energy -26763.05218 eV.